{"formula": "C30H43AsIIrN7OSSeSi2", "method": "ωB97M-V with the def2-TZVPD basis set", "symbols": ["Ir", "Se", "C", "N", "S", "C", "C", "C", "N", "C", "C", "C", "C", "C", "N", "C", "C", "H", "H", "H", "H", "H", "H", "H", "H", "I", "C", "C", "N", "N", "C", "H", "H", "H", "C", "Si", "C", "C", "As", "Si", "C", "C", "C", "H", "H", "H", "H", "H", "H", "H", "H", "H", "H", "H", "H", "H", "H", "H", "H", "H", "H", "C", "C", "N", "C", "C", "C", "O", "C", "C", "C", "C", "N", "C", "H", "H", "H", "H", "H", "H", "H", "H", "H", "H", "H", "H", "H", "H"], "positions_angstrom": [[0.5413, -1.2860, 1.1190], [1.6221, -0.9851, 3.8792], [0.0644, -1.7840, 4.0980], [-0.9620, -2.3204, 3.9190], [0.3813, -0.9358, -5.8062], [0.4255, -0.9570, -4.0527], [1.1101, -0.0053, -3.2983], [1.1553, -0.1555, -1.9300], [0.5231, -1.1252, -1.2691], [-0.1460, -2.0257, -1.9905], [-0.1982, -2.0039, -3.3666], [0.1742, 0.8336, -6.0953], [1.2305, 1.7115, -6.2772], [0.9144, 3.0511, -6.4941], [-0.3271, 3.4791, -6.5384], [-1.3334, 2.6471, -6.3932], [-1.1332, 1.2913, -6.1625], [1.6302, 0.8119, -3.7695], [1.7477, 0.5290, -1.3425], [-0.6656, -2.7938, -1.4255], [-0.7273, -2.7741, -3.9019], [2.2577, 1.3810, -6.2736], [1.6863, 3.7945, -6.6423], [-2.3296, 3.0617, -6.4656], [-1.9647, 0.6125, -6.0551], [6.4494, 0.6076, 0.6088], [4.8735, -0.7682, 0.6359], [4.9432, -2.1468, 0.5560], [3.6816, -2.6018, 0.6259], [2.8012, -1.6048, 0.7432], [3.5094, -0.4821, 0.7485], [5.7918, -2.7932, 0.4632], [3.3756, -3.5640, 0.6013], [3.0479, 0.4808, 0.8518], [-2.2388, -5.2356, 4.1277], [-1.2787, -5.1398, 2.4871], [0.6316, -5.2284, 2.5216], [-2.0153, -6.3013, 1.1612], [-1.3078, -2.8584, 1.4961], [-3.5747, -1.9603, 1.5229], [-4.0552, -1.3794, 3.2754], [-4.6294, -3.4338, 0.9114], [-3.4457, -0.5437, 0.2365], [-2.1454, -6.2200, 4.5800], [-3.2980, -5.0480, 3.9689], [-1.8822, -4.5012, 4.8429], [1.0107, -6.1697, 2.9073], [1.0287, -4.4247, 3.1381], [1.0141, -5.0985, 1.5093], [-1.9034, -7.3371, 1.4684], [-1.5274, -6.1882, 0.1961], [-3.0756, -6.1238, 1.0149], [-4.9780, -1.8473, 3.6038], [-4.2069, -0.3047, 3.3067], [-3.2856, -1.6348, 3.9972], [-4.7034, -4.2038, 1.6753], [-4.2031, -3.8829, 0.0169], [-5.6372, -3.1076, 0.6716], [-2.4261, -0.1693, 0.1629], [-4.0882, 0.2873, 0.5107], [-3.7556, -0.8728, -0.7508], [1.7981, 6.0077, -1.6871], [1.4246, 6.2384, -0.2265], [1.2537, 5.0037, 0.5299], [2.3202, 4.5533, 1.3949], [3.4652, 3.9082, 0.6141], [0.0895, 4.3558, 0.4105], [-0.8037, 4.6595, -0.3570], [-0.1824, 3.1805, 1.3245], [-0.9454, 3.3678, 2.4749], [-1.4177, 2.2560, 3.1495], [-1.0840, 0.9964, 2.6843], [-0.3397, 0.8089, 1.5939], [0.0786, 1.8794, 0.9208], [1.8744, 6.9739, -2.1771], [1.0233, 5.4311, -2.1884], [2.7532, 5.4968, -1.7818], [0.4676, 6.7676, -0.1987], [2.1828, 6.8393, 0.2804], [1.9149, 3.8282, 2.1064], [2.6971, 5.4115, 1.9585], [3.0953, 3.1306, -0.0528], [4.1777, 3.4628, 1.3038], [3.9847, 4.6516, 0.0179], [-1.1768, 4.3657, 2.8167], [-2.0414, 2.3711, 4.0190], [-1.4215, 0.1065, 3.1944], [0.6385, 1.6987, 0.0160]], "forces_ev_per_angstrom": [[1.7990, 1.4226, -0.8077], [0.4448, 0.2715, -1.2757], [-1.5022, -0.9784, -0.8202], [-0.0431, -0.0466, -0.2260], [0.0440, 0.3200, -0.0918], [0.0031, -0.0444, -0.0650], [-0.1004, -0.3094, 0.1927], [0.2287, 0.4497, 0.0759], [-0.5713, -0.3190, 1.8948], [-0.2606, -0.4002, -0.0012], [0.1960, 0.1961, 0.0589], [-0.1421, -0.4373, 0.1034], [0.0212, 0.0503, -0.0563], [0.2895, -0.5816, 0.0941], [-0.2039, 1.2689, -0.2071], [-0.0811, -0.6640, 0.1172], [-0.0100, 0.1612, -0.0414], [0.0519, 0.1009, -0.0031], [0.0275, 0.0911, 0.0922], [0.0804, 0.0253, -0.1691], [-0.1352, -0.0833, -0.0503], [0.0829, -0.0888, 0.0111], [0.1068, -0.0145, -0.0030], [-0.0770, 0.0129, 0.0130], [-0.0700, -0.0488, 0.0189], [-0.4964, -0.4526, -0.0038], [0.4880, 0.2212, -0.0528], [-0.0494, 0.5570, 0.0638], [-0.0305, -0.3151, -0.0135], [-1.0144, 0.0684, 0.0488], [0.5241, -0.1725, 0.0066], [0.1159, -0.2206, -0.0275], [-0.0239, 0.1731, 0.0290], [-0.1716, 0.1932, 0.0425], [0.4111, 0.4882, -0.6664], [0.4878, -0.8685, -0.1419], [-0.8201, 0.0480, 0.1671], [0.2612, 0.8153, 0.3927], [0.1149, 0.8429, 1.9011], [-0.8787, 0.3657, -0.4659], [0.4553, -0.2714, -0.5394], [0.6824, 0.5805, 0.2922], [-0.0211, -0.6482, 0.5609], [0.1229, -0.2274, -0.1524], [-0.1434, -0.0107, -0.1164], [0.1039, 0.0575, 0.0286], [-0.0239, -0.1815, 0.0913], [0.0724, 0.0933, 0.1216], [-0.0592, -0.0340, -0.1246], [0.1126, -0.1429, 0.1724], [0.1382, 0.0080, -0.0908], [-0.2092, 0.0508, 0.0415], [-0.1721, -0.1718, -0.1123], [0.0269, 0.1842, -0.1328], [0.0671, -0.0309, 0.1065], [-0.0046, -0.0813, 0.1311], [0.0209, -0.0361, -0.1419], [-0.1441, 0.1466, -0.0183], [0.0796, 0.0538, 0.0267], [-0.1238, 0.1273, 0.1213], [-0.0291, -0.1585, -0.1516], [-0.0436, 0.0697, 0.2009], [-0.1533, 0.1434, -0.4390], [-0.0590, 0.1124, 0.2278], [0.3675, -0.2943, 0.0581], [-0.0937, 0.1549, 0.2877], [-0.0636, -0.2375, 0.0896], [-0.1418, 0.0945, -0.1462], [-0.3673, -0.2485, 0.0132], [0.1427, -0.1708, -0.2086], [0.1567, 0.0147, -0.1529], [-0.2610, -0.0093, 0.2605], [0.0080, -1.3212, -0.1355], [0.2111, 0.3401, -0.1905], [0.0465, 0.0675, -0.1501], [-0.0121, -0.0238, -0.0116], [0.0762, -0.0432, -0.0454], [0.1735, 0.0257, 0.0965], [-0.0906, -0.0515, 0.0079], [0.0796, 0.2171, -0.0059], [-0.0703, -0.1143, 0.0500], [-0.0775, -0.0855, -0.0943], [0.1491, -0.0177, 0.0464], [0.1131, 0.0070, -0.1262], [-0.0666, 0.0853, 0.0024], [-0.0559, -0.0916, 0.1771], [-0.0478, -0.0110, 0.0457], [0.0314, -0.0172, -0.1051]], "e_above_lowest_kcal_mol": 84.1, "multiplicity": 2, "charge": 2, "homo_lumo_gap_ev": [5.81, 5.78], "total_energy_ha": -7643.35213, "homo_energy_ha": [-0.4966, -0.4966]}